1.
The following is a DFT calculation (wB97M-V/def2-TZVPD) of a 2-piece molecular cluster, C36H32FOSi overall.

```
71
Properties=species:S:1:pos:R:3:lowdin_charge:R:1
F 5.73941 6.53585 2.01465 0.06
C 5.43978 5.19181 1.99586 -0.21
C 6.47530 4.31504 2.31501 0.06
C 6.14998 2.94872 2.39714 -0.03
C 4.83952 2.50205 2.27609 0.01
C 3.77629 3.42720 2.03084 -0.18
C 2.43677 2.94731 2.10646 0.14
C 1.27536 3.74288 2.31617 -0.17
C -0.00421 3.12961 2.14848 0.02
C -1.17592 3.88071 2.12860 -0.03
C -1.14211 5.27958 2.24726 0.00
C 0.09391 5.89302 2.49932 -0.03
C 1.25863 5.14033 2.66198 0.01
C 4.13438 4.78499 1.73967 0.07
H 7.49350 4.66101 2.48941 0.14
H 6.93796 2.21577 2.57400 0.12
H 4.57118 1.44312 2.40881 0.13
H 2.28396 1.87018 2.01338 0.14
H -0.02646 2.04691 2.01347 0.09
H -2.13365 3.37318 2.00798 0.12
H -2.06114 5.86551 2.15272 0.13
H 0.13303 6.97916 2.56650 0.12
H 2.17528 5.60683 3.03337 0.12
H 3.39941 5.50384 1.37862 0.13
C -4.70378 -3.17611 0.94945 -0.08
C -4.61594 -1.92359 0.33287 -0.08
C -3.53106 -1.62480 -0.50195 -0.10
C -2.48954 -2.55609 -0.64725 -0.25
Si -0.96013 -2.13915 -1.58845 0.64
C -0.54405 -3.63593 -2.57920 -0.25
C -1.50288 -4.49332 -3.14753 -0.09
C -1.09369 -5.56725 -3.95254 -0.07
C 0.26367 -5.76520 -4.22449 -0.08
C 1.21023 -4.89625 -3.67131 -0.08
C 0.81086 -3.82722 -2.86341 -0.08
C -1.27065 -0.73547 -2.75437 -0.23
C -1.81845 -0.90498 -4.04083 -0.06
C -2.06499 0.21418 -4.85049 -0.07
C -1.78253 1.50260 -4.38383 -0.08
C -1.20431 1.66507 -3.12059 -0.09
C -0.93958 0.55294 -2.31327 -0.10
O 0.32588 -1.68480 -0.55438 -0.07
C 0.33437 -1.27281 0.70318 -0.34
C 1.19944 -1.68993 1.68469 -0.05
C 0.37509 -1.99645 2.87393 -0.20
C -0.96631 -1.23475 2.61868 -0.15
C -0.78271 -0.46467 1.31839 -0.14
C -2.61975 -3.83987 -0.09846 -0.08
C -3.72320 -4.14430 0.70870 -0.07
H -5.54206 -3.40104 1.61153 0.11
H -5.39135 -1.17095 0.48986 0.10
H -3.48660 -0.66890 -1.03801 0.11
H -2.57014 -4.32577 -2.97779 0.11
H -1.83732 -6.24183 -4.37755 0.11
H 0.58500 -6.58451 -4.87249 0.11
H 2.26941 -5.03787 -3.87630 0.10
H 1.55354 -3.12901 -2.46702 0.10
H -2.05502 -1.90784 -4.40920 0.11
H -2.48138 0.08171 -5.84979 0.11
H -1.99982 2.37779 -4.99845 0.11
H -0.94938 2.65616 -2.74684 0.10
H -0.47009 0.69517 -1.33281 0.09
H 2.20131 -2.07581 1.52529 0.10
H 0.14412 -3.07189 2.94980 0.11
H 0.82146 -1.73598 3.84094 0.10
H -1.81113 -1.93717 2.53232 0.11
H -1.17841 -0.59128 3.47392 0.10
H -0.40349 0.54450 1.54074 0.07
H -1.70408 -0.37923 0.73888 0.09
H -1.86142 -4.60104 -0.31285 0.11
H -3.80926 -5.14171 1.14250 0.11
```

Computed properties:
HOMO energy: -9.9 eV
maximum force: 1.90 eV/Å
net charge: +1
molecular weight: 527.74 Da
multiplicity: 1
gap between HOMO and LUMO: 3.810 eV

---

2.
The following is a DFT calculation (wB97M-V/def2-TZVPD) of C36H33Cl2I2N4O2PtTe as an isolated structure.

```
81
Properties=species:S:1:pos:R:3:lowdin_charge:R:1
Pt -0.37325 0.16939 0.37528 0.71
Cl -2.09483 3.79622 -3.55010 0.81
C -2.06569 4.02959 -1.86829 -0.56
C -2.20019 5.29842 -1.33629 -0.11
C -2.22892 5.47494 0.03141 -0.57
Cl -2.41695 7.05406 0.65234 0.81
C -2.09094 4.36921 0.94566 -0.15
C -2.17777 4.52606 2.33737 0.01
C -2.02494 3.42398 3.13902 -0.01
C -1.72983 2.20212 2.53853 -0.18
N -1.62498 2.02414 1.23111 0.02
C -1.85444 3.08504 0.42942 -0.12
C -1.90589 2.84992 -1.03613 -0.37
O -1.85048 1.72241 -1.51220 0.01
H -2.29190 6.15281 -1.99207 0.12
H -2.38304 5.49915 2.75982 0.10
H -2.11675 3.49062 4.21348 0.12
H -1.58780 1.32418 3.15523 0.04
I 1.59342 1.02379 2.51325 1.05
C 0.54319 -0.39860 3.64618 -1.02
I -0.89036 -1.39944 2.42437 1.05
H -0.00655 0.10645 4.43154 -0.02
H 1.22550 -1.14215 4.04283 -0.02
C 6.29333 -6.81000 -3.85575 -0.03
C 5.38698 -5.79362 -3.22668 -0.23
C 4.01574 -6.00561 -3.15096 0.01
C 3.14634 -5.07959 -2.58501 -0.30
C 1.67138 -5.39918 -2.57187 -0.09
C 3.73240 -3.92726 -2.04509 -0.34
Te 2.35732 -2.67590 -0.99133 1.81
N 1.60432 -0.72599 -0.65432 -0.24
C 1.64547 0.39648 -1.31231 -0.56
O 0.76348 1.27199 -0.84345 -0.24
C 2.52169 0.83578 -2.40739 -0.16
C 2.72208 2.20889 -2.55450 0.00
C 3.55688 2.68472 -3.55081 -0.04
C 4.19164 1.79622 -4.40763 -0.05
C 3.96727 0.43129 -4.28644 -0.05
C 3.12890 -0.04794 -3.29472 -0.05
C 3.08738 -2.90916 0.96810 -0.39
C 2.71458 -4.11829 1.55280 -0.14
C 3.08694 -4.41487 2.85178 -0.07
C 3.84758 -3.49887 3.56374 -0.05
C 4.23854 -2.31090 2.96780 -0.04
C 3.88241 -1.98509 1.65700 -0.30
C 4.43845 -0.71201 1.07851 -0.10
C 5.09325 -3.63750 -2.14854 -0.29
C 5.71879 -2.36418 -1.66469 -0.05
C 5.90379 -4.60156 -2.73158 0.01
H 5.74442 -7.69304 -4.17489 0.08
H 7.06584 -7.12186 -3.15200 0.09
H 6.79937 -6.38754 -4.72466 0.09
H 3.59965 -6.92296 -3.54995 0.13
H 1.47306 -6.22223 -3.25391 0.09
H 1.06064 -4.55044 -2.88168 0.05
H 1.33702 -5.70094 -1.57702 0.08
H 2.22792 2.89438 -1.88048 0.12
H 3.71472 3.74891 -3.65814 0.12
H 4.85567 2.16659 -5.17648 0.12
H 4.44295 -0.26051 -4.96797 0.12
H 2.92369 -1.11222 -3.25366 0.07
H 2.12464 -4.83389 0.99084 0.09
H 2.77928 -5.34717 3.30461 0.12
H 4.15556 -3.71985 4.57703 0.12
H 4.86494 -1.61955 3.51878 0.12
H 4.56101 0.03790 1.85694 0.06
H 3.81389 -0.29178 0.29478 0.03
H 5.42644 -0.89643 0.65666 0.08
H 4.98429 -1.56640 -1.54110 0.04
H 6.46919 -2.01705 -2.37356 0.10
H 6.22019 -2.52328 -0.70799 0.10
H 6.96762 -4.40931 -2.81394 0.14
N -2.32408 -2.85102 -1.97300 0.09
C -1.94586 -1.99227 -2.97284 -0.04
C -1.22319 -1.01461 -2.36857 -0.12
N -1.16004 -1.27519 -1.01595 -0.12
C -1.83745 -2.38696 -0.81136 -0.21
H -2.89028 -3.67655 -2.08261 0.17
H -2.22314 -2.14314 -4.00016 0.13
H -0.77022 -0.13910 -2.79762 0.11
H -1.98195 -2.89452 0.12676 0.09
```

Computed properties:
HOMO energy (alpha / beta): -12.6 / -12.6 eV
maximum force: 1.85 eV/Å
net charge: +2
molecular weight: 1201.08 Da
multiplicity: 2
<S²>: 0.790
gap between HOMO and LUMO (alpha / beta): 6.107 / 6.093 eV

---

3.
The following is a DFT calculation (wB97M-V/def2-TZVPD) of a 3-piece molecular cluster, C36H33Cl2O6S overall.

```
78
Properties=species:S:1:pos:R:3:lowdin_charge:R:1
C -1.08697 -3.59939 2.00396 -0.05
C -0.08922 -4.69487 1.66248 -0.23
O 0.41303 -5.26096 2.88099 -0.19
C 1.48152 -6.14651 2.65735 -0.18
C 1.92586 -6.76984 4.00226 -0.11
O 1.43767 -6.04671 5.14715 -0.16
C 0.12426 -6.19410 5.42734 -0.35
S -0.05384 -7.58761 6.72522 1.13
C 0.27343 -6.70826 8.33235 -0.95
Cl -1.17002 -6.81969 9.32427 0.68
C 1.51892 -7.32355 8.97541 -0.83
C 2.71678 -7.27350 8.04069 -0.13
Cl 1.84554 -6.40094 10.45854 0.68
H -2.01627 -3.71618 1.44891 0.08
H -1.32455 -3.63848 3.06772 0.07
H -0.69898 -2.60630 1.78379 0.07
H 0.75741 -4.30482 1.08945 0.12
H -0.54529 -5.49327 1.06695 0.12
H 1.17058 -6.95100 1.97933 0.13
H 2.32159 -5.62867 2.18406 0.13
H 3.00523 -6.73329 4.11595 0.13
H 1.61360 -7.81665 4.07555 0.13
H -0.27165 -5.30048 5.90684 0.13
H -0.51652 -6.51864 4.61014 0.11
H -1.39717 -7.58964 6.81813 0.00
H 0.45354 -5.66392 8.07807 0.09
H 1.28853 -8.34576 9.27609 0.11
H 3.62364 -7.48101 8.60370 0.09
H 2.63290 -8.02993 7.25670 0.07
H 2.82073 -6.29166 7.57647 0.09
C -0.98851 2.67923 -2.12087 -0.04
C -0.84599 4.04323 -1.89693 -0.04
C -0.82326 4.53976 -0.60482 0.01
C -0.95146 3.67188 0.47341 -0.08
C -1.10266 2.30165 0.25005 -0.09
C -1.11874 1.81035 -1.05109 0.00
C -1.25139 1.34698 1.38220 -0.28
O -1.35479 0.15150 1.19280 0.09
C -1.27071 1.91155 2.76361 -0.08
C -1.45363 1.05176 3.84108 -0.01
C -1.47312 1.55248 5.13118 -0.06
C -1.30592 2.91518 5.35430 -0.06
C -1.12313 3.77582 4.28588 0.00
C -1.10761 3.27816 2.98794 -0.08
C -0.92061 4.23255 1.85370 -0.28
O -0.75410 5.41503 2.05436 0.11
H -1.00346 2.30605 -3.13665 0.11
H -0.75679 4.71269 -2.74245 0.10
H -0.71069 5.59706 -0.40685 0.12
H -1.23566 0.74584 -1.20150 0.12
H -1.58258 -0.00360 3.64190 0.11
H -1.62197 0.88349 5.96905 0.10
H -1.32150 3.30471 6.36375 0.11
H -0.99321 4.83946 4.43239 0.12
C -0.80834 2.06657 -10.37354 -0.05
C -1.30588 1.58632 -9.16689 -0.06
C -1.15125 2.32646 -8.00754 0.00
C -0.49523 3.55188 -8.04742 -0.08
C 0.00509 4.03226 -9.25802 -0.08
C -0.15483 3.28600 -10.41981 0.00
C 0.71740 5.34093 -9.33683 -0.28
O 1.14108 5.76399 -10.38945 0.11
C 0.88890 6.10729 -8.06805 -0.08
C 1.56765 7.31971 -8.10554 0.00
C 1.73683 8.05397 -6.94428 -0.05
C 1.22718 7.58217 -5.73941 -0.05
C 0.55034 6.37566 -5.69745 0.00
C 0.37868 5.63167 -6.85944 -0.08
C -0.34935 4.33276 -6.78587 -0.27
O -0.80739 3.92367 -5.73853 0.09
H -0.93314 1.48728 -11.27897 0.11
H -1.81690 0.63295 -9.13435 0.11
H -1.53505 1.97560 -7.05935 0.12
H 0.23977 3.68100 -11.34603 0.12
H 1.95204 7.66735 -9.05475 0.12
H 2.26601 8.99730 -6.97511 0.11
H 1.35892 8.15940 -4.83361 0.11
H 0.14466 5.99064 -4.77207 0.10
```

Computed properties:
HOMO energy: -10.8 eV
maximum force: 0.23 eV/Å
net charge: +1
molecular weight: 664.63 Da
multiplicity: 1
gap between HOMO and LUMO: 7.379 eV